No. 1
A 2-piece molecular cluster, C2H10NS2 overall at a distorted geometry. Source: OMol25; level of theory: ωB97M-V/def2-TZVPD.

Properties
- Net charge: +2
- HOMO-LUMO gap (spin up / spin down): 10.83 / 6.69 eV
- HOMO energy (spin up / spin down): -17.97 / -17.86 eV
- Multiplicity: 2
- LUMO energy (spin up / spin down): -7.141 / -11.164 eV
- ΔE to the lowest compared entry with this formula, charge and spin: 1.192 eV

```
15
C2H10NS2, DFT ωB97M-V/def2-TZVPD
C -2.460 -0.496 4.537
H 0.897 0.830 -4.087
H 0.713 2.256 -3.016
H -3.487 -1.658 3.129
H -2.926 -0.104 2.561
S 2.106 0.234 -0.639
H -2.089 -1.479 2.677
S 0.682 -0.078 -2.004
N -2.792 -0.906 3.171
C 0.368 1.242 -3.222
H -1.640 0.219 4.481
H -2.556 -1.118 5.422
H -3.244 0.214 4.866
H -0.713 1.290 -3.339
H 2.951 -0.425 -1.478
```



No. 2
C6H5N2O5SSc as an isolated structure at a distorted geometry. Source: OMol25; level of theory: ωB97M-V/def2-TZVPD.

Properties
- Net charge: +2
- HOMO-LUMO gap (spin up / spin down): 6.11 / 6.57 eV
- HOMO energy (spin up / spin down): -15.38 / -15.86 eV
- LUMO energy (spin up / spin down): -9.268 / -9.290 eV
- ΔE to the lowest compared entry with this formula, charge and spin: 2.367 eV

```
20
C6H5N2O5SSc, DFT ωB97M-V/def2-TZVPD
H 2.904 -0.854 2.178
C 0.969 -0.197 2.068
N 1.277 1.089 2.370
C -0.828 0.415 -2.085
O -1.163 0.321 -3.180
C -0.483 -2.455 -1.074
N 1.955 -1.081 1.856
C -1.785 1.846 -0.046
H 2.218 1.308 2.666
C 1.800 0.836 -1.786
O 0.205 -3.170 -1.659
H 1.722 -2.072 1.708
O -1.719 3.012 -0.119
H 0.966 1.059 -2.460
O -4.954 -1.107 -1.419
H 0.519 1.745 2.593
C -3.921 -0.927 -1.061
O 2.763 1.394 -2.034
S -0.685 -0.696 2.002
Sc -1.759 -0.467 -0.519
```



No. 3
One molecule with the formula CHN3OS at a distorted geometry. Source: OMol25; level of theory: ωB97M-V/def2-TZVPD.

Properties
- Net charge: 0
- HOMO-LUMO gap: 10.54 eV
- SMILES string: Sc1nnno1
- HOMO energy: -10.28 eV
- LUMO energy: 0.251 eV
- ΔE to the lowest compared entry with this formula, charge and spin: 2.668 eV

```
7
CHN3OS, DFT ωB97M-V/def2-TZVPD
O 0.556 -1.281 -0.019
N 1.845 -0.763 0.014
H -2.248 1.023 0.040
S -2.006 -0.277 -0.003
C -0.271 -0.193 -0.011
N 1.723 0.556 -0.003
N 0.402 0.936 -0.019
```